Entry 1:
Formula: C44H41AsBF4N6O5SeTl
Source: OMol25
Level of theory: the ωB97M-V functional and the def2-TZVPD basis

```
! RIJCOSX wB97M-V def2-TZVPD def2/J DEFGRID3
* xyz 0 1
Tl -0.19050 0.26770 -0.12640
O -1.61510 3.69330 -2.31570
C -1.53580 2.84590 -1.44980
O -0.51880 2.05960 -1.34000
C -2.63090 2.79250 -0.36120
C -2.04940 2.79400 1.06360
C -3.15200 3.23760 2.04070
C -3.99990 1.95740 2.13170
C -3.25820 1.04880 1.14450
O -1.89860 1.41100 1.37110
C -3.51510 1.52050 -0.29670
C -3.18920 0.36880 -1.27910
O -4.00650 0.07740 -2.12810
O -2.11600 -0.29910 -1.06650
H -3.24680 3.67870 -0.52870
H -1.10010 3.30990 1.17450
H -3.70670 4.08450 1.64710
H -2.72930 3.51270 3.00630
H -5.03550 2.10820 1.84770
H -3.97210 1.53080 3.13290
H -3.40190 -0.01960 1.29900
H -4.56300 1.77490 -0.45960
Se -3.06250 -7.07350 0.11690
N -2.83410 -5.82930 1.33110
C -2.14820 -4.83360 0.80600
C -1.81020 -3.62290 1.49740
C -2.13830 -3.41690 2.83860
C -1.83930 -2.20120 3.41260
C -1.23980 -1.22210 2.62610
N -0.89920 -1.42070 1.36860
C -1.13980 -2.60250 0.79580
C -0.70250 -2.82230 -0.57100
N 0.01460 -1.87180 -1.16660
C 0.43590 -2.03620 -2.40000
C 0.14050 -3.16470 -3.15830
C -0.61470 -4.16110 -2.58000
C -1.02830 -4.01110 -1.25330
C -1.78140 -5.01830 -0.56390
N -2.18440 -6.15730 -1.09200
H -2.61670 -4.21480 3.38520
H -2.07160 -1.99970 4.44720
H -1.03550 -0.24070 3.02560
H 1.01970 -1.22410 -2.81390
H 0.48880 -3.23930 -4.17740
H -0.89720 -5.05330 -3.11660
F 1.45710 -3.27890 1.80940
B 2.17300 -2.11790 1.92540
F 1.53380 -1.23420 2.79610
F 3.45130 -2.33130 2.35480
F 2.21080 -1.47170 0.64770
C 5.26800 -1.07130 -4.64540
C 3.96590 -0.70560 -4.94190
C 3.12040 -0.28890 -3.93020
C 3.56390 -0.24350 -2.61150
C 4.85530 -0.65620 -2.31700
C 5.70700 -1.05930 -3.33280
As 2.40130 0.64470 -1.27430
C 3.85060 1.30440 -0.13970
C 4.44350 0.68250 0.94490
C 5.49740 1.30160 1.60240
C 5.94730 2.54330 1.19030
C 5.36640 3.16840 0.10190
C 4.32210 2.55410 -0.57970
C 3.62670 3.11570 -1.73970
C 3.93120 4.32460 -2.35360
C 3.17940 4.75470 -3.43220
C 2.10630 4.00150 -3.88270
C 1.79760 2.79300 -3.28020
C 2.56350 2.34040 -2.22310
H 5.94320 -1.35170 -5.43840
H 3.61200 -0.72540 -5.96340
H 2.11430 0.04180 -4.17320
H 5.20410 -0.64680 -1.29320
H 6.71980 -1.35110 -3.09690
H 4.09800 -0.27990 1.28730
H 5.97380 0.80840 2.43550
H 6.76770 3.02200 1.70560
H 5.73400 4.13270 -0.21930
H 4.75660 4.92370 -1.98970
H 3.42200 5.69610 -3.90390
H 1.50080 4.36370 -4.69900
H 0.93700 2.22940 -3.60870
C 2.04580 5.18160 3.59440
C 2.93560 4.17910 2.86050
N 2.31930 2.88090 2.66850
C 2.50600 1.89270 3.71660
C 1.29540 1.80210 4.64090
C 1.53810 2.60040 1.61240
C 1.35940 3.67540 0.58510
N 0.95230 1.45550 1.45670
H 2.54050 6.14850 3.60770
H 1.87380 4.86950 4.61960
H 1.08420 5.29470 3.10200
H 3.85200 4.03510 3.43700
H 3.22390 4.59400 1.89420
H 3.38440 2.17660 4.29450
H 2.70590 0.91250 3.27850
H 1.16110 2.72710 5.19470
H 1.44210 0.98680 5.34130
H 0.39180 1.61150 4.06920
H 0.88200 4.55890 1.00420
H 0.76670 3.30700 -0.24860
H 2.33020 3.98440 0.19940
H 1.15680 0.75220 2.15680
*
```

Values from the calculation:
energy relative to the best compared isomer or geometry (same formula, charge and spin)	0.0	kJ/mol
max |F|	0.028	Eh/bohr
orbital gap	7.62	eV
E	-7640.34849	hartree



Entry 2:
Formula: C36H19BrCaCl9F6N3O7P
Source: OMol25
Level of theory: the ωB97M-V functional and the def2-TZVPD basis

```
! RIJCOSX wB97M-V def2-TZVPD def2/J DEFGRID3
* xyz -2 2
Ca -0.47486 -0.58012 2.23217
O -6.48713 1.18437 1.84379
C -5.82153 2.24079 1.43057
O -6.36993 3.28515 1.14862
C -4.34023 2.09633 1.30567
C -3.50938 2.98061 0.65047
Cl -3.87768 4.36592 -0.26796
N -2.24161 2.52260 0.74673
N -2.19933 1.38324 1.45763
C -3.44868 1.10122 1.78351
C -3.70963 -0.24069 2.43358
O -4.89168 -0.65094 2.43118
O -2.70532 -0.84796 2.85313
C -1.08198 2.97085 0.04237
C -0.43550 2.06201 -0.77840
C 0.70376 2.46819 -1.45906
C 1.17303 3.76650 -1.31935
C 0.50482 4.66711 -0.49680
C -0.62905 4.27145 0.19308
H -5.86175 0.39465 2.06909
H -0.80664 1.05134 -0.90962
H 1.19834 1.74508 -2.09431
H 2.06519 4.08003 -1.84801
H 0.88022 5.67521 -0.37506
H -1.14125 4.94580 0.86604
Cl -3.08105 -5.88000 -2.68167
C -2.70541 -4.43460 -1.81679
C -2.05492 -4.55344 -0.57750
C -1.73428 -3.42316 0.10781
Cl -0.95082 -3.53211 1.63617
C -2.01021 -2.09597 -0.42299
O -1.64949 -1.06316 0.13969
C -2.73535 -2.06805 -1.68664
Cl -3.20333 -0.54532 -2.28445
C -3.06237 -3.21185 -2.36500
H -1.81854 -5.52930 -0.17906
H -3.55499 -3.15858 -3.32338
Cl -1.49538 -0.90277 6.01471
C -0.65160 0.59838 5.71717
C -0.29563 0.90290 4.41417
C 0.40611 2.07866 4.26647
Cl 0.95050 2.50426 2.64364
C 0.72854 2.94841 5.30420
Cl 1.59915 4.42319 5.02549
C 0.33051 2.60833 6.59152
Cl 0.69633 3.65891 7.92154
C -0.36081 1.41794 6.80572
Cl -0.84034 0.98792 8.41610
F 1.73913 -0.86142 3.12357
P 2.80960 -1.83357 3.95232
F 1.54333 -2.69349 4.48271
F 3.84092 -2.78514 4.73984
F 2.88744 -2.78801 2.64723
F 4.01679 -0.94052 3.36552
F 2.68357 -0.85670 5.21791
C 4.27048 -0.97667 -2.72000
C 3.27773 -1.07724 -1.59743
C 3.12007 -0.05066 -0.67609
C 2.14283 -0.14973 0.29512
N 1.31082 -1.18974 0.40372
C 1.48043 -2.17833 -0.46981
C 2.44466 -2.17536 -1.46047
H 5.16834 -0.44351 -2.40513
H 3.82844 -0.43219 -3.55922
H 4.55760 -1.96406 -3.08150
H 3.74924 0.83066 -0.70896
H 2.03613 0.64015 1.02922
H 0.81088 -3.02395 -0.38970
H 2.49891 -3.00941 -2.14873
Br 3.61161 0.14043 -8.21574
C 2.52127 -0.31943 -6.71785
C 1.88553 0.68740 -6.01140
C 1.10609 0.34280 -4.91498
C 0.94462 -0.98699 -4.54500
C 1.58077 -1.97659 -5.28337
C 2.38597 -1.65168 -6.36771
C 0.11381 -1.35552 -3.31242
O -0.34067 -2.52178 -3.28055
O 0.02390 -0.46801 -2.44105
H 2.00494 1.72089 -6.30819
H 0.62071 1.10535 -4.31886
H 1.42863 -3.00872 -4.99424
H 2.89665 -2.41860 -6.93468
*
```

Values from the calculation:
energy relative to the best compared isomer or geometry (same formula, charge and spin)	0.0	kJ/mol
max |F|	0.014	Eh/bohr
orbital gap (alpha / beta)	7.31 / 5.30	eV
E	-10408.70552	hartree



Entry 3:
Formula: C27H36N2O6
Source: OMol25
Level of theory: the ωB97M-V functional and the def2-TZVPD basis

```
! RIJCOSX wB97M-V def2-TZVPD def2/J DEFGRID3
* xyz 0 1
C -1.42958 3.76938 -0.86001
N -2.29986 2.70032 -1.29767
C -3.71423 3.02395 -1.36219
C -1.82207 1.38317 -1.26783
C -1.66732 0.70666 -0.03357
C -1.25652 -0.60481 -0.02063
C -0.82771 -1.24134 -1.20694
C -0.33368 -2.61415 -1.17545
C -1.08652 -3.63118 -0.64544
C -0.69842 -5.04514 -0.94049
O 0.18497 -5.34897 -1.71862
O -1.46206 -6.02397 -0.35173
C -2.31700 -5.61388 0.72868
C -3.26182 -6.76725 1.05501
C -1.54118 -5.27100 1.98412
O -3.14917 -4.53300 0.29045
C -2.53352 -3.44773 -0.26440
O -3.20613 -2.46029 -0.48097
C -0.95022 -0.55137 -2.43802
C -1.49511 0.71694 -2.47365
H -0.39215 3.41393 -0.90370
H -1.55181 4.63183 -1.52683
H -1.66844 4.07942 0.16779
H -4.29160 2.15866 -1.71055
H -4.09479 3.34046 -0.37826
H -3.86188 3.86132 -2.05705
H -1.94621 1.20379 0.90135
H -1.22373 -1.16661 0.91994
H 0.58375 -2.92307 -1.67552
H -3.88751 -7.02698 0.19668
H -2.66663 -7.63427 1.35334
H -3.90884 -6.46792 1.88601
H -0.86882 -4.42029 1.83770
H -2.26341 -5.04201 2.77837
H -0.96467 -6.15830 2.27633
H -0.62513 -1.06433 -3.35097
H -1.67388 1.22383 -3.42527
C 2.81411 -2.27695 3.17404
O 3.70901 -1.24015 2.72584
C 3.16977 -0.50438 1.73594
O 2.00770 -0.63841 1.38313
C 4.16618 0.47381 1.15964
C 4.50975 1.64954 2.08608
C 4.54405 2.90024 1.19515
C 4.26992 2.40852 -0.22980
N 3.67738 1.07597 -0.06714
C 3.56668 0.28384 -1.21656
C 2.48385 -0.50947 -1.50448
C 2.32445 -1.24734 -2.78128
C 3.39548 -0.90948 -3.84546
C 4.77302 -0.65354 -3.24663
C 4.70203 0.45875 -2.21063
H 3.38916 -2.85225 3.89725
H 1.92858 -1.83130 3.64148
H 2.50749 -2.91391 2.33054
H 5.09247 -0.10574 0.95763
H 3.76958 1.76107 2.88702
H 5.48008 1.45050 2.55148
H 3.76147 3.61213 1.49111
H 5.51145 3.42026 1.24503
H 3.60904 3.07993 -0.79661
H 5.23309 2.35733 -0.77036
H 1.66717 -0.56176 -0.79121
H 2.30550 -2.33057 -2.57950
H 1.33968 -1.02186 -3.21288
H 3.43979 -1.68545 -4.62034
H 3.06260 0.00859 -4.34839
H 5.16017 -1.55887 -2.77273
H 5.48027 -0.35837 -4.02845
H 4.55713 1.41712 -2.73934
H 5.65898 0.55339 -1.67467
*
```

Values from the calculation:
energy relative to the best compared isomer or geometry (same formula, charge and spin)	360.8	kJ/mol
max |F|	0.046	Eh/bohr
orbital gap	7.39	eV
structure (SMILES)	CN(C)c1ccc(C=C2C(=O)OC(C)(C)OC2=O)cc1.COC(=O)[C@@H]1CCCN1C1=CCCCC1
E	-1611.35637	hartree